Entry 1:
{
  "formula": "C16H32O",
  "method": "the ωB97M-V functional and the def2-TZVPD basis",
  "relative_energy_kj_mol": 7.86,
  "total_energy_ha": -704.08300,
  "smiles": "CCCCCCCCCCCCCCCC=O",
  "total_charge": 0,
  "gap_ev": 10.7,
  "homo_energy_ha": -0.3581,
  "elements": ["C", "C", "C", "C", "C", "C", "C", "C", "C", "C", "C", "C", "C", "C", "C", "C", "O", "H", "H", "H", "H", "H", "H", "H", "H", "H", "H", "H", "H", "H", "H", "H", "H", "H", "H", "H", "H", "H", "H", "H", "H", "H", "H", "H", "H", "H", "H", "H", "H"],
  "positions_angstrom": [[8.3533, -1.7353, 0.5660], [6.9055, -1.3699, 0.8695], [6.2021, -0.7732, -0.3471], [4.7492, -0.4092, -0.0509], [4.0529, 0.1900, -1.2710], [2.5623, 0.4490, -1.0504], [2.2886, 1.5546, -0.0320], [0.8146, 1.9569, 0.0313], [-0.0809, 0.8483, 0.5823], [-1.5118, 1.3082, 0.8666], [-2.3013, 1.6204, -0.4028], [-3.7222, 2.1174, -0.1287], [-4.6311, 1.1272, 0.6022], [-4.8431, -0.1761, -0.1650], [-5.8795, -1.0664, 0.5236], [-6.0211, -2.3908, -0.1633], [-7.0555, -2.9280, -0.4405], [-5.0486, -2.8668, -0.4065], [-5.5499, -1.2709, 1.5473], [-6.8521, -0.5737, 0.5703], [-3.9002, -0.7208, -0.2374], [-5.1802, 0.0514, -1.1787], [-4.2207, 0.9056, 1.5888], [-5.6009, 1.6073, 0.7546], [-4.1868, 2.3765, -1.0834], [-3.6635, 3.0319, 0.4664], [-2.3347, 0.7321, -1.0362], [-1.7814, 2.3993, -0.9633], [-1.4876, 2.1955, 1.5040], [-2.0194, 0.5161, 1.4206], [-0.1112, 0.0149, -0.1218], [0.3573, 0.4806, 1.5138], [0.4823, 2.2410, -0.9687], [0.7197, 2.8350, 0.6753], [2.6108, 1.2316, 0.9595], [2.8789, 2.4335, -0.3037], [2.0879, -0.4783, -0.7247], [2.1130, 0.7354, -2.0050], [4.5465, 1.1253, -1.5460], [4.1661, -0.5002, -2.1111], [4.2110, -1.3059, 0.2660], [4.7239, 0.3032, 0.7755], [6.2346, -1.4922, -1.1695], [6.7393, 0.1216, -0.6709], [6.3667, -2.2629, 1.1948], [6.8777, -0.6501, 1.6910], [8.9126, -0.8542, 0.2588], [8.8348, -2.1585, 1.4446], [8.4012, -2.4671, -0.2376]]
}

---

Entry 2:
{
  "formula": "C16H32O4",
  "method": "the ωB97M-V functional and the def2-TZVPD basis",
  "relative_energy_kj_mol": 154.90,
  "total_energy_ha": -929.66510,
  "smiles": "C1CCOC1.C1CCOC1.C1CCOC1.C1CCOC1",
  "total_charge": 0,
  "gap_ev": 10.2,
  "homo_energy_ha": -0.3506,
  "elements": ["C", "C", "C", "O", "C", "H", "H", "H", "H", "H", "H", "H", "H", "C", "C", "C", "O", "C", "H", "H", "H", "H", "H", "H", "H", "H", "C", "C", "C", "O", "C", "H", "H", "H", "H", "H", "H", "H", "H", "C", "C", "C", "O", "C", "H", "H", "H", "H", "H", "H", "H", "H"],
  "positions_angstrom": [[-0.3807, -0.7700, 4.3772], [-1.7229, -0.7515, 5.0395], [-2.0356, -2.2635, 5.1571], [-0.7665, -2.9694, 4.7889], [0.3104, -2.0287, 4.8383], [0.2187, 0.1304, 4.5122], [-0.4263, -0.9026, 3.2962], [-2.4356, -0.1769, 4.4479], [-1.6360, -0.2303, 5.9929], [-2.9255, -2.5109, 4.5784], [-2.2605, -2.4625, 6.2049], [1.1850, -2.4096, 4.3109], [0.6250, -1.8830, 5.8717], [-3.2868, -0.1137, 1.6607], [-4.5077, -0.3783, 2.5633], [-5.5459, 0.1642, 1.5975], [-5.2135, -0.3620, 0.3576], [-3.8044, -0.3743, 0.2760], [-2.4229, -0.7579, 1.8243], [-3.1515, 0.9600, 1.7909], [-4.3223, 0.2013, 3.4676], [-4.6157, -1.4167, 2.8768], [-5.5408, 1.2541, 1.5858], [-6.5287, -0.1147, 1.9775], [-3.4303, 0.3923, -0.4026], [-3.5770, -1.4107, 0.0265], [0.1101, 0.8223, -1.0234], [0.5041, 0.7358, 0.4247], [1.7257, -0.1987, 0.4236], [2.3811, 0.0561, -0.8361], [1.3994, 0.4895, -1.8204], [-0.3271, 1.7780, -1.3123], [-0.6423, 0.0516, -1.1908], [-0.3493, 0.3571, 0.9872], [0.8445, 1.7211, 0.7432], [1.4097, -1.2415, 0.4514], [2.4581, 0.1663, 1.1437], [1.1354, -0.3393, -2.4772], [1.7891, 1.3427, -2.3756], [3.3148, 0.7583, -5.5400], [3.8521, 1.6038, -6.6659], [5.2038, 2.0504, -6.3185], [5.6694, 0.8731, -5.7208], [4.6348, 0.2991, -4.9619], [2.7956, -0.1523, -5.8389], [2.7313, 1.4050, -4.8848], [3.1131, 2.3795, -6.8662], [3.9939, 1.0839, -7.6134], [5.3513, 2.9481, -5.7181], [5.6989, 2.2260, -7.2736], [4.6819, 0.7425, -3.9673], [4.7185, -0.7734, -4.7864]]
}

---

Entry 3:
{
  "formula": "C16H32O8S4",
  "method": "the ωB97M-V functional and the def2-TZVPD basis",
  "relative_energy_kj_mol": 0.00,
  "total_energy_ha": -2823.47698,
  "smiles": "O=S1(=O)CCCC1.O=S1(=O)CCCC1.O=S1(=O)CCCC1.O=S1(=O)CCCC1",
  "total_charge": 0,
  "gap_ev": 10.5,
  "homo_energy_ha": -0.3647,
  "elements": ["C", "C", "C", "S", "O", "O", "C", "H", "H", "H", "H", "H", "H", "H", "H", "C", "C", "C", "S", "O", "O", "C", "H", "H", "H", "H", "H", "H", "H", "H", "C", "C", "C", "S", "O", "O", "C", "H", "H", "H", "H", "H", "H", "H", "H", "C", "C", "C", "S", "O", "O", "C", "H", "H", "H", "H", "H", "H", "H", "H"],
  "positions_angstrom": [[2.9693, -6.1862, 2.8841], [3.5064, -5.3137, 4.0263], [3.4985, -3.8514, 3.5653], [2.1899, -3.7587, 2.3418], [2.7489, -3.4924, 1.0554], [1.0924, -2.9834, 2.8363], [1.7234, -5.4768, 2.3825], [2.7398, -7.1910, 3.2371], [3.7276, -6.2508, 2.1024], [4.4998, -5.6488, 4.3277], [2.8907, -5.3849, 4.9245], [4.4096, -3.4478, 3.1323], [3.1904, -3.1948, 4.3754], [1.3657, -5.7190, 1.3836], [0.8867, -5.5848, 3.0721], [1.4742, 5.5089, -2.3663], [0.9349, 4.3904, -1.4443], [0.0270, 3.5481, -2.3284], [0.8838, 3.4044, -3.8923], [-0.0291, 3.5034, -4.9988], [1.7928, 2.2935, -3.7935], [1.8329, 4.9189, -3.7241], [2.3089, 6.0534, -1.9274], [0.6704, 6.2367, -2.5020], [0.3517, 4.8636, -0.6555], [1.7388, 3.8116, -0.9933], [-0.9600, 3.9773, -2.4883], [-0.0890, 2.5293, -1.9577], [1.5854, 5.5761, -4.5562], [2.8841, 4.6622, -3.8497], [1.1403, 0.5834, 0.3227], [0.0448, -0.0206, 1.2208], [0.4196, 0.2362, 2.6710], [2.2195, 0.3984, 2.6939], [2.7802, -0.6980, 3.4421], [2.5820, 1.7562, 3.0032], [2.4471, 0.1179, 0.9505], [1.0249, 1.6697, 0.4026], [0.9785, 0.2830, -0.7095], [0.0001, -1.0937, 1.0126], [-0.9412, 0.3675, 0.9650], [0.1938, -0.5503, 3.3869], [0.0207, 1.1797, 3.0431], [2.5377, -0.9633, 0.8124], [3.3425, 0.5893, 0.5540], [-5.8281, -0.7396, -1.9606], [-5.5085, 0.2368, -3.0842], [-5.0789, 1.5349, -2.4206], [-4.2096, 1.0445, -0.9075], [-4.9222, 1.6486, 0.1906], [-2.7829, 1.1733, -1.0405], [-4.6333, -0.6967, -1.0219], [-6.0407, -1.7478, -2.3146], [-6.7279, -0.4242, -1.4222], [-6.3386, 0.4084, -3.7674], [-4.6689, -0.1326, -3.6805], [-5.9144, 2.1158, -2.0291], [-4.4290, 2.2058, -2.9778], [-4.7747, -1.0861, -0.0170], [-3.7785, -1.1895, -1.4872]]
}

---

Entry 4:
{
  "formula": "C16H33Al2B3BrCaCl3F8ILiN2O7S",
  "method": "the ωB97M-V functional and the def2-TZVPD basis",
  "total_energy_ha": -7958.96778,
  "total_charge": 2,
  "gap_ev": 1.2,
  "homo_energy_ha": -0.3802,
  "elements": ["C", "C", "C", "I", "B", "O", "B", "O", "B", "C", "C", "F", "O", "H", "H", "H", "H", "H", "H", "H", "H", "H", "H", "H", "Li", "F", "Al", "F", "F", "F", "Al", "Cl", "C", "C", "Cl", "H", "H", "H", "H", "C", "C", "C", "O", "C", "N", "H", "H", "H", "H", "H", "H", "H", "H", "H", "H", "H", "C", "C", "C", "C", "N", "H", "H", "H", "H", "H", "H", "H", "Br", "C", "F", "F", "F", "S", "O", "O", "O", "Cl", "Ca"],
  "positions_angstrom": [[0.5691, -1.5157, -3.8231], [1.0587, -2.7336, -2.7989], [1.5850, -1.9945, -1.4331], [3.7754, -2.3171, -1.1495], [0.8846, -2.5198, -0.0408], [-0.5945, -2.6413, 0.1860], [-0.8507, -1.5586, 1.2000], [0.0298, -1.2586, 2.3459], [1.4265, -1.7419, 2.0973], [2.7389, -1.0306, 2.7938], [3.2265, 0.3429, 2.0015], [2.1175, 1.1111, 1.3896], [1.7237, -2.8796, 1.1568], [0.7154, -1.8179, -4.9563], [-0.5689, -1.3050, -3.5768], [1.2114, -0.5215, -3.6733], [2.0246, -3.2130, -3.3111], [0.2119, -3.5315, -2.5966], [1.3286, -0.8312, -1.5126], [-1.8006, -0.8886, 1.0240], [2.5323, -0.7356, 3.9073], [3.6607, -1.7834, 2.7380], [3.7214, 1.0655, 2.8106], [4.0795, 0.0358, 1.2256], [1.6258, 0.8557, -4.8678], [-6.0308, -1.9634, 2.4238], [-4.4333, -1.5357, 3.1373], [-3.6581, -0.2481, 2.1450], [-3.3765, -2.9938, 3.1603], [-4.6680, -0.9377, 4.8197], [5.3122, -1.8807, -3.0739], [-1.2741, 0.7641, 5.0923], [0.1489, 1.6262, 4.4577], [1.1826, 1.9025, 5.5376], [0.6109, 3.0989, 6.7269], [-0.1969, 2.5510, 3.9852], [0.5839, 0.9905, 3.6812], [2.0907, 2.3139, 5.0869], [1.4541, 0.9903, 6.0781], [-6.3389, 2.0366, -1.7915], [-5.6848, 1.2175, -0.6813], [-6.6190, 0.9531, 0.5226], [-6.7872, 2.0758, 1.3926], [-7.7540, 3.0180, 0.9546], [-4.4426, 1.8843, -0.2635], [-6.4159, 3.0984, -1.5430], [-5.7484, 1.9679, -2.7122], [-7.3438, 1.6629, -2.0141], [-5.4226, 0.2430, -1.1119], [-6.1597, 0.1714, 1.1382], [-7.5912, 0.5615, 0.2006], [-8.5934, 2.5410, 0.4388], [-7.2837, 3.7637, 0.3112], [-8.1407, 3.5403, 1.8337], [-3.9628, 1.2873, 0.4107], [-4.7096, 2.7045, 0.2891], [8.8929, -1.5269, 1.3016], [7.5768, -1.1969, 1.9935], [7.0332, -2.3510, 2.8354], [6.6502, -3.5084, 2.0161], [6.3527, -4.4252, 1.3696], [8.7737, -2.3406, 0.5794], [9.2612, -0.6508, 0.7581], [9.6565, -1.8199, 2.0292], [6.8383, -0.8966, 1.2401], [7.7357, -0.3315, 2.6480], [6.1527, -2.0008, 3.3867], [7.7762, -2.6516, 3.5827], [-4.8769, -2.1228, 6.6849], [0.3076, 2.2623, -9.9102], [0.5383, 2.3293, -11.2608], [-0.7801, 3.0655, -9.6781], [-0.1179, 0.9807, -9.6684], [1.7992, 2.7410, -8.8912], [2.1106, 4.1246, -9.2758], [2.8530, 1.7876, -9.2649], [1.3763, 2.6132, -7.4900], [-10.2591, 1.5409, 0.2926], [-0.8311, 0.3806, 2.9515]]
}

---

Entry 5:
{
  "formula": "C16H33AuF6N7OP",
  "method": "the ωB97M-V functional and the def2-TZVPD basis",
  "relative_energy_kj_mol": 1.57,
  "total_energy_ha": -2163.39033,
  "spin_multiplicity": 2,
  "total_charge": 3,
  "gap_ev": [6.5, 3.7],
  "homo_energy_ha": [-0.6248, -0.6248],
  "elements": ["Au", "C", "N", "C", "C", "N", "C", "C", "N", "C", "C", "N", "C", "N", "C", "C", "C", "N", "C", "H", "H", "H", "H", "H", "H", "H", "H", "H", "H", "H", "H", "H", "H", "H", "H", "H", "H", "H", "H", "H", "H", "H", "H", "C", "N", "C", "C", "C", "O", "H", "H", "H", "H", "H", "H", "H", "H", "H", "F", "P", "F", "F", "F", "F", "F"],
  "positions_angstrom": [[0.0034, -0.7893, 0.0797], [0.8718, 1.5847, 3.9994], [-0.1641, 0.5573, 3.9258], [-1.3372, 0.6508, 4.8191], [-2.3092, -0.3880, 4.2438], [-1.5475, -0.9645, 3.1279], [-2.0232, -2.1497, 2.4418], [-0.3810, -0.3539, 2.9856], [0.5047, -0.7517, 2.0064], [1.9490, -0.5905, 2.1673], [2.5672, -1.5703, 1.1890], [1.9586, -1.2304, -0.1283], [2.6960, -1.0951, -1.2024], [2.5865, -0.1094, -2.1750], [1.7113, 1.0460, -2.1643], [3.6262, -0.2215, -3.1732], [4.5380, -1.3098, -2.6347], [3.7644, -1.8540, -1.5348], [4.0937, -3.1427, -0.9358], [0.6622, 2.1892, 4.8774], [0.8491, 2.2317, 3.1257], [1.8611, 1.1559, 4.1354], [-1.7379, 1.6618, 4.7670], [-1.0407, 0.4394, 5.8449], [-3.2373, 0.0517, 3.8824], [-2.5480, -1.1769, 4.9561], [-2.4633, -2.8231, 3.1760], [-1.1898, -2.6620, 1.9646], [-2.7815, -1.8907, 1.7035], [2.2291, -0.8623, 3.1871], [2.2988, 0.4234, 1.9597], [2.3132, -2.5907, 1.4744], [3.6492, -1.4529, 1.1487], [2.1028, 1.7685, -1.4366], [0.6982, 0.7754, -1.8844], [1.7191, 1.4935, -3.1552], [4.1026, 0.7548, -3.3006], [3.1741, -0.4860, -4.1389], [5.4886, -0.9043, -2.2702], [4.7649, -2.0985, -3.3526], [4.4459, -3.8008, -1.7287], [3.2065, -3.5586, -0.4675], [4.8922, -3.0327, -0.1990], [-0.2685, -3.6586, -3.4131], [-1.3773, -2.7039, -3.3589], [-2.5330, -3.0408, -4.2103], [-1.3931, -1.6707, -2.5559], [-2.6091, -0.8136, -2.4988], [-0.3204, -1.4233, -1.8611], [-0.6431, -4.6479, -3.1529], [0.5105, -3.3706, -2.7178], [0.1252, -3.6917, -4.4281], [-2.2060, -3.7663, -4.9487], [-2.9057, -2.1634, -4.7301], [-3.3299, -3.4804, -3.6115], [-3.4703, -1.3999, -2.1731], [-2.8416, -0.4287, -3.4929], [-2.4698, 0.0169, -1.8250], [-1.8113, -0.0840, 0.3335], [-1.9386, 2.1490, 0.4462], [-0.4347, 1.9468, 0.9897], [-1.9893, 3.6777, 0.5219], [-2.4439, 1.8105, 1.8985], [-1.3104, 2.0142, -1.0123], [-3.3424, 1.8245, -0.1368]]
}

---

Entry 6:
{
  "formula": "C16H33FNO35S10",
  "method": "the ωB97M-V functional and the def2-TZVPD basis",
  "total_energy_ha": -7399.23793,
  "total_charge": -1,
  "gap_ev": 9.1,
  "homo_energy_ha": -0.2769,
  "elements": ["O", "S", "O", "C", "C", "O", "N", "S", "O", "O", "S", "O", "O", "F", "H", "H", "H", "H", "H", "C", "C", "O", "S", "O", "O", "O", "H", "H", "H", "H", "C", "C", "O", "S", "O", "O", "O", "H", "H", "H", "H", "C", "C", "O", "S", "O", "O", "O", "H", "H", "H", "H", "C", "C", "O", "S", "O", "O", "O", "H", "H", "H", "H", "C", "C", "O", "S", "O", "O", "O", "H", "H", "H", "H", "C", "C", "O", "S", "O", "O", "O", "H", "H", "H", "H", "C", "C", "O", "S", "O", "O", "O", "H", "H", "H", "H"],
  "positions_angstrom": [[3.2766, 3.5916, 3.2774], [2.7494, 2.4642, 2.5616], [2.0472, 2.9332, 1.3888], [1.6936, 1.6004, 3.7499], [0.2289, 1.5454, 3.3316], [-0.2991, 2.8764, 3.4020], [4.0498, 1.4847, 2.2559], [3.9565, 0.6604, 0.8900], [4.9596, -0.3562, 0.9161], [4.0735, 1.4088, -0.3118], [2.1136, -0.4828, 0.7629], [1.8337, -1.2042, 1.9461], [1.0421, 0.2769, 0.2739], [2.4397, -1.5675, -0.3532], [2.1310, 0.6237, 3.9695], [1.7243, 2.1683, 4.6843], [0.0848, 1.1936, 2.3082], [-0.2948, 0.9319, 4.0767], [-0.9271, 2.9799, 2.6757], [1.3534, -4.8697, 0.3514], [-0.0409, -4.3868, 0.0340], [-0.8333, -5.5848, -0.0153], [-0.2498, -6.6524, 1.0290], [-1.0083, -6.5766, 2.2249], [-0.0354, -7.8762, 0.3449], [1.1654, -5.9475, 1.2880], [1.8448, -5.2679, -0.5310], [1.9693, -4.0887, 0.7885], [-0.0912, -3.8526, -0.9110], [-0.4353, -3.7520, 0.8311], [3.1359, 5.8299, -0.1971], [4.1838, 6.6194, 0.5463], [3.9050, 7.9931, 0.2088], [2.3288, 8.1726, 0.0005], [1.7618, 8.6854, 1.1972], [2.1079, 8.7901, -1.2596], [1.9410, 6.6269, -0.1104], [3.3965, 5.7202, -1.2517], [2.9736, 4.8439, 0.2482], [5.1948, 6.3493, 0.2552], [4.0747, 6.5046, 1.6264], [-5.0098, -4.8351, 4.1544], [-5.0661, -4.6589, 2.6527], [-4.6770, -3.3031, 2.4328], [-3.6152, -2.8665, 3.5494], [-2.3113, -2.9992, 3.0098], [-4.0682, -1.6675, 4.1532], [-3.8653, -4.0872, 4.5689], [-5.8918, -4.4071, 4.6374], [-4.9070, -5.8776, 4.4465], [-6.0588, -4.8393, 2.2472], [-4.3438, -5.3072, 2.1495], [-7.3495, 0.9838, 0.7301], [-8.4481, 0.3669, 1.5686], [-8.5157, -0.9945, 1.1308], [-7.0426, -1.4876, 0.6984], [-6.4563, -2.1918, 1.7807], [-7.1208, -2.0363, -0.6039], [-6.3565, -0.0393, 0.6162], [-7.7049, 1.2287, -0.2733], [-6.9255, 1.8728, 1.1903], [-9.4064, 0.8608, 1.4297], [-8.1874, 0.3706, 2.6296], [6.4668, -4.0696, -0.9490], [6.2805, -5.5171, -1.3515], [4.8836, -5.6294, -1.6503], [4.3578, -4.2379, -2.2536], [4.3434, -4.3317, -3.6707], [3.2233, -3.8347, -1.5139], [5.6049, -3.3353, -1.8250], [6.1399, -3.8937, 0.0778], [7.4951, -3.7363, -1.0618], [6.5592, -6.2103, -0.5623], [6.8422, -5.7541, -2.2583], [1.9620, -4.0341, -5.6354], [3.0451, -4.2304, -6.6693], [2.3403, -4.6114, -7.8600], [0.9067, -3.8860, -7.8856], [0.9988, -2.7255, -8.6928], [-0.0866, -4.8727, -8.0971], [0.8735, -3.4284, -6.3488], [1.6165, -4.9896, -5.2350], [2.2827, -3.3956, -4.8188], [3.7592, -4.9971, -6.3841], [3.5758, -3.2973, -6.8709], [-1.5247, 9.4273, 0.2158], [-1.5024, 8.5337, -1.0028], [-2.8781, 8.1919, -1.2310], [-3.8086, 9.4190, -0.7833], [-4.1386, 10.1839, -1.9301], [-4.7992, 8.9289, 0.1028], [-2.7075, 10.2282, 0.0575], [-1.6245, 8.8460, 1.1341], [-0.6425, 10.0581, 0.2835], [-0.9056, 7.6378, -0.8519], [-1.1369, 9.0692, -1.8814]]
}